Record 1
This record from the Open Molecules 2025 dataset describes C25H31Br3N6 as an isolated structure in a non-equilibrium geometry. The level of theory is ωB97M-V/def2-TZVPD.

Structure (XYZ):
```
65
Properties=species:S:1:pos:R:3:forces:R:3:nbo_charge:R:1
Br -0.224 3.139 1.044 -0.18 -0.36 -0.20 0.04
Br 1.321 0.727 2.267 0.72 -0.64 0.14 0.12
Br -1.526 1.447 3.320 -0.57 -0.09 0.72 0.08
N 4.668 -1.256 4.386 -0.81 0.85 -0.49 -0.50
N -0.845 -2.988 2.552 1.81 -0.59 -0.29 -0.53
N -3.939 4.403 1.183 -1.40 0.66 0.21 -0.51
N 1.237 0.150 -3.684 0.31 0.28 0.04 -0.52
N -2.102 1.138 -1.513 -1.25 0.33 -0.03 -0.52
N 2.021 -2.140 -1.012 -0.23 -0.22 0.27 -0.53
C -3.836 0.853 -0.118 -0.87 -0.25 0.07 -0.32
C -0.393 1.339 1.809 -0.47 0.75 -0.54 -0.53
C 4.491 -2.397 3.677 0.84 -0.84 0.47 -0.07
C 0.504 -3.321 2.735 -1.11 -0.05 0.32 -0.07
C 4.369 -2.101 2.328 0.34 -0.88 1.48 -0.31
C 2.843 -1.015 -0.861 -0.47 -0.97 0.39 -0.08
C -0.315 -4.515 1.006 -0.53 0.50 0.27 -0.32
C 3.880 -1.140 -1.754 0.12 1.25 0.15 -0.32
C 4.441 -0.716 2.281 -0.56 1.53 1.21 -0.30
C -3.999 5.520 0.383 2.17 -0.78 -0.21 -0.06
C -3.357 1.613 -1.129 1.16 1.57 -0.93 -0.06
C -1.846 -0.011 -0.809 0.55 0.57 -0.30 -0.09
C -2.908 -0.216 0.059 0.51 -0.06 0.03 -0.33
C 2.534 -2.948 -2.025 -1.00 0.81 0.18 -0.08
C 4.535 -0.161 3.564 0.41 -1.53 -0.61 -0.10
C 1.088 1.513 -3.559 0.22 0.25 -0.10 -0.09
C -5.921 4.455 0.234 0.59 0.85 0.07 -0.29
C 3.669 -2.312 -2.488 -0.60 -1.61 -0.43 -0.33
C -5.174 3.801 1.189 0.26 1.14 -2.02 -0.08
C 0.156 1.923 -4.465 -0.63 -0.74 -0.62 -0.31
C 0.832 -4.296 1.843 0.02 0.11 -1.03 -0.32
C 0.434 -0.298 -4.681 -1.79 -0.61 -1.09 -0.07
C -5.166 5.563 -0.291 -0.26 -1.52 1.76 -0.32
C -0.307 0.754 -5.190 0.57 0.00 0.24 -0.32
C -1.332 -3.697 1.467 -0.68 0.96 0.69 -0.07
H -5.451 6.330 -0.936 -0.56 0.81 -1.00 0.22
H -0.110 2.946 -4.613 -0.30 0.37 -0.09 0.22
H 1.111 -2.881 3.501 -0.03 0.18 0.20 0.22
H 0.229 -1.361 -4.946 0.84 0.98 0.50 0.22
H -1.502 1.557 -2.229 -0.35 -0.41 0.41 0.44
H 1.258 -2.487 -0.389 1.00 0.87 -0.68 0.44
H -3.114 3.999 1.553 0.61 -0.08 0.46 0.42
H -2.370 -3.387 1.194 1.13 -1.04 -0.21 0.22
H 4.311 -2.812 1.517 -0.10 0.19 0.05 0.24
H -0.918 0.678 1.106 0.49 0.42 0.07 0.26
H -3.076 6.045 0.224 0.03 0.42 0.03 0.20
H -6.889 4.263 -0.111 -1.31 -0.54 0.02 0.21
H 4.636 -3.288 4.273 -0.24 -0.36 -0.60 0.21
H 1.903 -3.758 -2.479 1.06 0.75 0.83 0.22
H 2.064 -0.341 -3.410 0.21 -0.33 0.61 0.43
H -4.810 1.106 0.348 0.97 -0.70 -0.19 0.23
H -5.409 2.957 1.759 -0.10 -0.99 0.70 0.21
H 2.703 -0.248 -0.096 -0.26 -0.56 -0.36 0.23
H -0.839 -0.430 -0.979 -0.95 -0.32 0.34 0.22
H -3.770 2.551 -1.537 0.37 -0.74 0.20 0.23
H 4.309 -0.160 1.416 -0.05 1.04 -1.43 0.21
H -1.038 0.635 -6.011 0.52 0.38 0.82 0.23
H -2.977 -1.019 0.767 -0.03 -0.17 0.13 0.21
H 1.822 -4.724 1.664 -0.48 0.16 0.30 0.23
H 4.239 -2.794 -3.250 0.55 0.32 -0.47 0.23
H -1.366 -2.410 3.191 -0.03 0.04 -0.29 0.42
H 1.671 2.163 -2.907 -0.03 -0.66 -0.10 0.22
H -0.382 -5.178 0.163 -0.02 -0.09 -0.08 0.22
H 4.650 -0.370 -1.899 -0.32 -0.65 0.11 0.23
H 4.466 0.822 4.001 0.24 0.09 -0.41 0.22
H 4.822 -1.215 5.370 -0.08 -0.05 0.35 0.41
```
Positions in Å, forces in eV/Å.

Properties
total charge: 0
relative energy (zero: lowest compared OMol25 entry of this formula, charge and spin): 0.0 kcal/mol
gap between HOMO and LUMO: 8.40 eV


Record 2
This record from the Open Molecules 2025 dataset describes C27H18AsCl2CoNOS as an isolated structure. The level of theory is ωB97M-V/def2-TZVPD.

Structure (XYZ):
```
52
Properties=species:S:1:pos:R:3:forces:R:3:lowdin_spin:R:1
As 0.582 1.329 -0.040 -0.21 0.28 0.11 0.04
Co 0.013 -1.128 0.031 0.27 -0.91 0.13 2.61
Cl 1.989 -7.624 -0.863 -0.03 0.09 0.00 0.00
Cl -2.769 -5.102 -0.827 0.04 -0.04 0.00 0.00
S 0.440 -0.964 2.259 -0.12 0.29 0.04 0.09
O -1.121 -2.630 -0.495 0.16 -0.10 0.03 0.07
N 1.534 -2.502 -0.427 -0.18 -0.07 -0.03 0.03
C 0.291 0.731 2.733 0.07 -0.03 0.03 0.01
C 0.323 1.790 1.818 -0.04 0.02 -0.02 0.01
C -0.463 -3.750 -0.592 -0.11 0.29 -0.06 0.00
C -1.246 0.693 -0.486 -0.06 0.40 -0.10 -0.01
C 3.156 -4.742 -0.556 -0.05 -0.07 -0.01 0.01
C 1.676 3.817 -0.894 -0.09 0.06 -0.08 0.00
C 0.180 3.109 2.246 0.02 -0.04 0.01 0.00
C -1.501 0.379 -1.826 0.05 -0.11 0.01 0.02
C 3.694 -3.492 -0.425 0.03 0.04 -0.01 0.00
C 0.003 2.352 4.511 -0.01 -0.04 -0.01 0.00
C -3.547 0.214 0.039 0.01 -0.02 -0.03 0.00
C 2.838 -2.382 -0.360 0.06 0.02 0.00 0.01
C -0.677 3.634 -1.374 0.01 0.08 0.02 0.00
C 1.081 -6.140 -0.769 0.07 -0.04 0.01 0.01
C 0.517 5.650 -1.928 0.03 -0.01 0.01 0.00
C -1.043 -4.995 -0.745 -0.08 -0.16 -0.02 0.01
C -3.789 -0.094 -1.294 0.01 0.00 0.00 0.02
C 1.687 5.101 -1.419 -0.03 0.00 -0.01 0.00
C 1.755 -4.904 -0.628 0.12 0.00 -0.02 0.00
C 0.491 3.084 -0.864 0.18 0.00 -0.09 0.02
C 0.972 -3.737 -0.552 0.06 0.11 -0.04 0.00
C 0.133 1.040 4.088 -0.01 0.00 0.02 0.01
C -0.661 4.917 -1.907 0.02 0.00 0.00 0.00
C -2.282 0.614 0.443 -0.03 -0.07 0.05 0.02
C -2.768 -0.009 -2.231 -0.02 -0.01 0.04 0.00
C 0.020 3.395 3.591 0.01 -0.01 0.01 0.00
C -0.280 -6.174 -0.828 -0.14 0.00 -0.01 0.00
H -0.697 0.432 -2.553 0.00 0.02 -0.02 0.00
H -1.573 5.345 -2.302 0.00 0.00 0.00 0.00
H -1.602 3.073 -1.349 -0.01 0.01 0.00 0.00
H -4.341 0.131 0.769 0.00 0.00 -0.01 0.00
H -2.090 0.843 1.484 0.00 0.03 0.01 0.00
H 3.227 -1.378 -0.245 0.00 0.00 0.03 0.00
H 3.790 -5.617 -0.602 0.00 0.00 -0.01 0.00
H -4.775 -0.415 -1.602 0.01 0.00 0.01 0.00
H 0.195 3.917 1.526 -0.01 -0.01 -0.01 0.00
H -0.090 4.421 3.919 0.00 -0.02 0.00 0.00
H 2.590 3.387 -0.501 0.03 0.00 0.01 0.00
H 0.524 6.650 -2.343 0.00 -0.01 0.01 0.00
H -2.953 -0.260 -3.267 0.00 0.00 0.02 0.00
H 4.763 -3.345 -0.365 -0.01 -0.01 0.00 0.00
H 0.108 0.228 4.804 0.00 0.02 0.00 0.00
H -0.119 2.563 5.566 0.00 -0.01 -0.01 0.00
H -0.790 -7.121 -0.936 -0.02 0.02 0.00 0.00
H 2.608 5.671 -1.435 -0.01 -0.01 0.00 0.00
```
Positions in Å, forces in eV/Å.

Properties
total charge: 0
spin multiplicity: 4
⟨S²⟩: 3.766
gap between HOMO and LUMO (alpha / beta): 7.45 / 7.13 eV


Record 3
This record from the Open Molecules 2025 dataset describes one molecule with the formula C2H4N2O2 in a non-equilibrium geometry. The level of theory is ωB97M-V/def2-TZVPD.

Structure (XYZ):
```
10
Properties=species:S:1:pos:R:3:forces:R:3:nbo_charge:R:1
O -0.404 -1.104 -2.054 -0.25 -0.01 0.00 -0.31
O -1.410 1.014 -1.774 3.41 -5.02 1.09 -0.50
N 0.291 0.247 -0.492 2.51 1.54 3.32 -0.22
N -0.528 -0.078 -1.462 -4.24 4.72 -1.63 0.59
C 0.733 -0.527 0.642 0.97 -1.40 0.90 -0.26
C -0.098 0.700 0.951 -1.43 -3.37 -2.80 -0.21
H -1.123 0.301 0.966 0.09 1.35 0.98 0.23
H 1.772 -0.550 0.988 0.22 0.98 -1.05 0.22
H 0.517 -1.612 0.817 -1.30 1.17 -0.39 0.23
H 0.250 1.609 1.416 0.01 0.05 -0.42 0.24
```
Positions in Å, forces in eV/Å.

Properties
total charge: 0
SMILES: O=[N+]([O-])N1CC1
relative energy (zero: lowest compared OMol25 entry of this formula, charge and spin): 179.8 kcal/mol
gap between HOMO and LUMO (alpha / beta): 10.23 / 10.23 eV


Record 4
This record from the Open Molecules 2025 dataset describes C20H36Br4Cl7LiN5O7S as an isolated structure in a non-equilibrium geometry. The level of theory is ωB97M-V/def2-TZVPD.

Structure (XYZ):
```
81
Properties=species:S:1:pos:R:3:forces:R:3:lowdin_charge:R:1
Br 5.505 -1.644 -4.331 -0.10 0.60 0.47 0.68
Br -1.213 -2.802 -0.678 -1.62 -0.71 -1.40 0.07
Br 4.324 1.222 -3.477 0.15 -0.30 0.11 0.56
Br 5.101 -0.941 -1.229 0.33 0.09 -0.37 0.64
Cl 4.716 -7.274 -2.202 -0.04 0.08 -0.08 0.52
Cl 1.925 -7.329 -3.021 0.15 0.12 -0.02 0.53
Cl -5.195 6.367 3.546 0.17 -0.06 -0.33 0.55
Cl 2.931 -5.105 -1.438 0.04 -0.05 -0.13 0.51
Cl -3.780 5.631 1.118 -0.07 -0.08 -0.40 0.52
Cl -6.574 6.406 0.994 0.57 0.05 0.07 0.59
Cl -4.547 8.395 1.576 -0.01 -0.48 0.03 0.56
S 7.614 -1.513 4.348 0.29 -0.29 0.09 0.80
O 4.959 1.653 3.230 -6.83 -2.46 3.02 0.09
O -9.002 6.740 -0.949 -0.20 -0.84 0.09 0.05
O -3.939 2.282 2.311 3.46 0.18 0.73 0.10
O -9.717 4.674 -1.320 0.61 0.00 0.06 0.00
O 8.442 -2.725 4.623 -0.35 0.48 -0.02 -0.55
O -2.235 3.755 2.737 -0.14 -4.01 -1.24 -0.15
O 3.276 -3.907 -5.651 0.16 -0.23 0.00 0.00
N 4.703 -5.529 -6.421 0.08 0.73 0.58 -0.20
N 1.038 -1.807 0.722 0.17 3.52 2.79 -0.02
N 2.938 0.242 3.841 2.71 4.81 -1.20 0.12
N 0.914 -0.734 2.979 -1.19 0.67 -2.49 0.12
N -1.029 -0.814 1.408 1.23 1.53 2.97 0.03
C -10.547 3.544 -1.006 -0.33 -0.07 -0.10 -0.23
C 0.224 -1.093 1.748 1.44 -1.81 -2.41 -0.26
C -9.842 5.888 -0.753 -0.01 0.54 -0.21 -0.53
C 6.055 -6.050 -6.470 -0.19 -0.10 -0.10 -0.05
C -1.449 1.405 2.733 -0.94 -1.13 0.69 -0.05
C -2.581 2.521 2.582 -0.60 3.31 0.18 -0.35
C -11.080 6.198 0.041 -0.02 -0.13 0.67 0.01
C -1.926 -0.083 2.345 -1.87 -0.26 -0.25 -0.13
C 4.388 -4.395 -5.732 -0.02 -0.56 -0.52 -0.41
C 5.503 -0.241 -2.993 0.24 -0.03 -0.18 -1.57
C 8.260 -0.172 5.371 0.03 0.06 0.10 -0.27
C 3.877 1.139 3.626 3.47 -1.95 -2.16 -0.19
C 1.939 -0.699 0.195 -0.56 1.12 -0.45 -0.21
C -5.028 6.703 1.809 -0.87 0.77 0.25 -1.99
C 3.652 -6.237 -7.125 -0.25 0.20 0.08 -0.04
C 6.066 -1.698 5.253 -0.11 -0.05 0.12 -0.27
C 3.322 -6.296 -2.687 -0.07 0.03 -0.02 -1.54
C 1.926 0.317 2.697 1.95 -0.17 -0.49 -0.31
C 2.787 0.021 1.351 -0.07 -1.09 -1.04 -0.13
C -11.821 3.562 -1.824 -0.13 0.16 -0.09 -0.06
Li -1.109 4.517 1.143 -0.51 0.10 0.73 0.83
H 3.681 -0.677 1.582 -1.57 1.20 0.06 0.13
H 6.513 0.164 -2.953 -0.30 -0.09 0.04 -0.02
H -2.944 0.019 1.801 1.73 -0.32 0.86 0.14
H 5.490 -0.774 5.172 0.03 -0.03 -0.02 0.02
H -10.811 6.887 0.844 -0.02 0.10 -0.29 0.09
H -12.429 4.443 -1.606 0.01 -0.10 0.08 0.07
H 2.578 -1.051 -0.696 -1.00 0.36 1.81 0.05
H 6.268 -1.924 6.302 0.08 0.01 -0.07 0.06
H 6.739 -5.420 -5.899 -0.13 -0.02 -0.03 0.09
H 9.254 0.092 5.008 -0.10 -0.10 -0.05 0.05
H 5.258 -3.937 -5.234 0.12 -0.26 -0.08 0.03
H -10.737 3.483 0.069 -0.02 0.14 -0.06 0.11
H 4.053 -7.119 -7.626 0.05 0.14 0.11 0.09
H 5.500 -2.518 4.809 0.12 0.06 -0.04 0.05
H 3.223 0.985 0.894 -0.74 -1.35 0.98 0.13
H -1.174 1.376 3.860 -0.40 0.54 -1.86 0.15
H 6.063 -7.060 -6.052 0.19 0.04 -0.05 0.09
H -2.154 -0.753 3.263 0.54 1.33 -1.36 0.16
H 7.603 0.696 5.290 0.01 -0.05 -0.06 0.05
H -9.965 2.657 -1.266 0.15 0.26 -0.02 0.12
H -12.421 2.672 -1.623 0.06 0.05 -0.01 0.09
H 3.579 -5.762 -3.600 -0.12 -0.08 0.20 -0.02
H -0.515 1.676 2.134 -1.48 -0.05 0.79 0.11
H 1.530 1.390 2.671 0.08 -1.50 0.00 0.13
H 6.385 -6.084 -7.512 0.15 -0.07 0.10 0.09
H -11.589 3.595 -2.891 0.04 -0.10 0.12 0.09
H 2.881 -6.538 -6.411 -0.05 -0.05 -0.18 0.09
H -4.382 3.171 2.276 0.55 -0.71 0.11 0.11
H 1.227 0.110 -0.250 1.10 -1.06 0.44 0.12
H 0.412 -2.190 -0.065 0.42 0.45 0.91 -0.19
H -1.378 -1.125 0.456 0.23 -0.77 0.15 -0.07
H -11.524 5.328 0.522 -0.13 -0.01 -0.20 0.07
H 8.328 -0.497 6.411 -0.02 -0.08 -0.08 0.06
H 0.297 -0.515 3.770 0.31 0.03 -0.51 0.13
H -11.815 6.673 -0.610 0.06 -0.04 0.04 0.10
H 3.202 -5.568 -7.863 -0.08 -0.16 0.02 0.10
```
Positions in Å, forces in eV/Å.

Properties
total charge: +1
gap between HOMO and LUMO: 5.43 eV


Record 5
This record from the Open Molecules 2025 dataset describes C38H31AsF6HgN3OS5 as an isolated structure. The level of theory is ωB97M-V/def2-TZVPD.

Structure (XYZ):
```
86
Properties=species:S:1:pos:R:3:forces:R:3:lowdin_charge:R:1
Hg -0.543 1.300 0.132 0.24 -0.01 0.11 0.75
As 0.404 3.214 -3.606 0.13 -0.02 -0.20 0.70
S -1.675 3.411 0.532 -0.04 0.15 -0.14 0.58
S 1.617 0.632 1.123 -0.19 -0.09 -0.22 0.52
S -0.575 -1.892 0.475 -0.09 0.18 0.20 0.90
S 2.147 -1.984 -1.391 0.27 -0.47 0.04 0.95
S -1.279 1.842 3.524 0.03 0.03 -0.17 0.92
F 0.472 2.033 -2.309 0.05 -0.11 0.17 -0.32
F 1.124 4.387 -2.560 0.04 0.07 0.06 -0.26
F 1.973 2.690 -4.127 0.06 0.01 0.00 -0.26
F 0.338 4.359 -4.905 0.00 0.03 -0.05 -0.26
F -0.319 1.992 -4.620 -0.08 -0.09 -0.06 -0.26
F -1.174 3.693 -3.087 -0.16 0.00 0.09 -0.25
O 1.576 -2.507 -2.669 -0.10 0.10 0.07 -0.52
N -1.829 0.358 -1.680 -0.02 0.03 0.17 0.04
N -2.748 -0.061 1.869 -0.07 -0.05 0.18 0.11
N -1.932 -0.530 -3.702 -0.10 -0.04 0.05 0.15
C 0.322 -1.734 2.004 0.03 -0.13 0.05 -0.53
C -4.648 1.932 -4.252 0.00 -0.05 -0.04 -0.09
C 0.891 -2.730 4.140 -0.03 -0.05 0.00 -0.10
C 4.464 -2.225 -2.843 -0.03 -0.09 -0.02 -0.07
C 2.315 -3.454 -0.326 -0.15 0.01 -0.05 -0.36
C 6.002 -0.800 -1.011 0.02 -0.05 -0.02 -0.08
C 0.849 5.221 3.889 0.03 -0.02 0.03 -0.11
C 1.611 -4.579 -0.722 0.05 0.01 -0.06 -0.09
C 2.329 -5.710 1.277 -0.04 0.00 -0.05 -0.09
C -0.707 4.044 1.872 -0.05 0.01 -0.04 -0.67
C 6.578 -1.286 -2.178 -0.03 0.00 0.01 -0.09
C -3.499 1.015 2.051 0.00 0.02 -0.01 -0.37
C -4.587 2.489 -2.966 0.00 0.02 0.02 -0.08
C 0.207 4.015 4.115 0.00 0.00 -0.05 -0.13
C 0.705 5.853 2.661 0.00 0.00 -0.04 -0.10
C 3.911 -1.760 -1.664 -0.02 0.27 -0.06 -0.36
C 3.008 -3.436 0.876 0.00 0.09 0.00 -0.08
C 1.219 -0.674 2.233 -0.07 -0.05 0.03 -0.71
C -4.352 -0.949 0.351 -0.02 0.01 -0.05 -0.03
C 5.808 -1.990 -3.096 0.05 -0.01 0.02 -0.08
C 3.015 -4.570 1.674 0.04 0.01 0.00 -0.08
C 4.658 -1.023 -0.754 -0.07 0.06 0.00 -0.09
C -0.058 5.266 1.667 0.02 -0.06 0.07 -0.12
C 1.768 -1.681 4.387 0.05 0.03 -0.02 -0.10
C -3.025 2.047 3.049 0.22 -0.12 0.09 -0.43
C 0.197 -2.757 2.947 0.02 0.08 0.00 -0.13
C -3.815 0.898 -4.631 0.00 -0.01 -0.04 -0.02
C -4.716 1.178 1.387 0.00 0.03 -0.02 -0.04
C -1.316 -0.524 -2.496 0.04 0.17 -0.21 -0.17
C -0.583 3.425 3.127 -0.05 0.01 0.07 -0.56
C -2.280 -2.246 1.033 0.25 0.11 -0.15 -0.36
C 1.930 -0.682 3.447 -0.04 -0.04 -0.05 -0.14
C 1.625 -5.713 0.079 0.05 0.00 0.10 -0.08
C -2.839 0.996 -2.395 0.02 -0.06 0.02 -0.24
C -2.912 0.446 -3.677 0.11 -0.01 0.07 -0.20
C -3.691 2.031 -2.022 0.03 0.04 0.03 -0.04
C -3.164 -1.031 1.054 -0.05 0.01 0.12 -0.36
C -5.132 0.190 0.517 -0.03 0.02 0.05 -0.06
H -5.241 3.316 -2.722 0.00 -0.01 0.01 0.10
H -0.436 -3.607 2.720 -0.01 0.03 0.01 0.10
H -3.621 1.960 3.960 -0.05 -0.01 0.00 0.08
H 3.530 -2.545 1.201 -0.02 -0.01 0.01 0.10
H 4.180 -0.591 0.118 0.01 0.00 -0.03 0.08
H -4.665 -1.747 -0.311 0.04 0.01 -0.01 0.11
H -2.660 -3.029 0.380 -0.10 0.03 0.02 0.08
H -6.060 0.302 -0.032 0.02 0.00 -0.01 0.11
H 2.332 -1.645 5.313 -0.02 0.02 -0.02 0.10
H 3.832 -2.748 -3.551 0.01 0.02 0.02 0.11
H -3.844 0.479 -5.629 0.00 0.03 0.02 0.11
H -3.620 2.478 -1.039 -0.02 -0.01 -0.04 0.05
H 6.594 -0.224 -0.310 -0.01 0.00 -0.02 0.10
H -0.145 5.724 0.689 0.00 0.01 0.02 0.10
H -3.139 3.047 2.643 -0.14 -0.01 0.01 0.04
H 3.551 -4.557 2.616 -0.01 0.01 -0.02 0.11
H -5.352 2.335 -4.970 0.01 -0.01 0.01 0.10
H 0.765 -3.530 4.861 0.02 0.01 -0.03 0.10
H -5.303 2.075 1.542 0.02 -0.02 -0.02 0.12
H -1.626 -1.055 -4.500 0.08 0.01 -0.03 0.16
H -0.477 -1.169 -2.286 0.02 -0.01 -0.02 0.08
H 1.453 5.666 4.670 0.01 -0.01 -0.01 0.09
H 2.615 0.137 3.628 -0.03 0.00 0.04 0.09
H 6.254 -2.343 -4.017 -0.02 0.00 0.01 0.10
H -2.206 -2.624 2.050 -0.04 -0.14 0.00 0.07
H 1.203 6.796 2.470 -0.01 -0.01 0.00 0.10
H 1.079 -6.597 -0.226 0.02 0.02 -0.01 0.10
H 0.315 3.506 5.066 -0.05 0.04 0.00 0.09
H 7.623 -1.096 -2.385 -0.01 0.00 0.01 0.10
H 1.064 -4.549 -1.656 0.01 0.00 0.00 0.10
H 2.338 -6.593 1.904 -0.01 0.01 0.00 0.10
```
Positions in Å, forces in eV/Å.

Properties
total charge: -1
relative energy (zero: lowest compared OMol25 entry of this formula, charge and spin): 0.0 kcal/mol
gap between HOMO and LUMO: 7.26 eV